# C40H96BBrI2O20

A 9-piece molecular cluster, C40H96BBrI2O20 overall (ωB97M-V/def2-TZVPD, the Open Molecules 2025 dataset).

```
160
Properties=species:S:1:pos:R:3:mulliken_charge:R:1
C -0.4661 3.1421 4.0575 -1.421
C -0.0724 2.1593 2.9578 0.067
C -0.9241 0.9067 3.0044 -0.919
I -0.3532 -0.4146 4.5874 0.151
C -1.0820 0.1824 1.6556 0.427
C 0.2059 0.0758 0.8590 -1.280
O 1.2991 -0.3555 1.6598 -0.296
C 1.8224 -1.5764 1.3378 -0.397
Br 0.5819 -3.0826 1.6255 -0.194
O -1.9627 0.9981 0.8899 -0.468
C -3.0596 0.3827 0.2968 -0.481
I -2.6027 -1.4126 -0.8388 0.129
C -4.2173 0.1916 1.2667 -0.699
B -4.0742 -0.8887 2.4197 0.687
O -4.2264 -0.4895 3.7374 -0.632
O -3.7693 -2.2005 2.1945 -0.469
H -1.5337 3.3473 3.9790 0.370
H 0.0804 4.0758 3.9745 0.371
H -0.3171 2.7070 5.0440 0.249
H -0.2620 2.6659 2.0115 0.143
H 0.9879 1.9330 3.0301 0.237
H -1.9356 1.2032 3.2687 0.814
H -1.4984 -0.8014 1.8675 0.278
H 0.0891 -0.5884 0.0049 0.537
H 0.4339 1.0685 0.4767 0.293
H 2.6569 -1.7654 1.9980 0.351
H 2.1161 -1.6347 0.2931 0.417
H -3.3852 1.0418 -0.4980 0.540
H -5.1067 -0.0228 0.6677 0.289
H -4.3724 1.1697 1.7224 0.383
H -5.0310 0.0150 3.8715 0.287
H -3.1444 -2.5146 2.8588 0.264
C -4.1768 -5.4870 -4.0547 -0.996
O -3.3876 -4.8823 -3.0475 0.020
C -3.8279 -5.1662 -1.7253 -0.036
C -3.0305 -6.2828 -1.0933 -0.639
O -3.1942 -7.5128 -1.7733 -0.445
C -2.1533 -7.7732 -2.6999 -0.411
H -3.6020 -5.4655 -4.9808 0.241
H -4.4172 -6.5236 -3.8101 0.455
H -5.1074 -4.9278 -4.2053 0.206
H -4.8964 -5.4048 -1.7240 0.387
H -3.6759 -4.2528 -1.1466 -0.111
H -3.3757 -6.4227 -0.0646 0.413
H -1.9711 -6.0064 -1.0587 0.300
H -1.2504 -8.1191 -2.1857 0.369
H -1.9085 -6.8904 -3.2929 0.033
H -2.4969 -8.5612 -3.3683 0.233
C -0.8532 -7.8885 -6.1714 -0.969
O -0.0235 -8.1634 -5.0547 0.109
C 0.4393 -9.5027 -5.0097 -0.602
C 1.8414 -9.6399 -5.5618 -0.678
O 1.9123 -9.3146 -6.9384 -0.404
C 2.3511 -7.9915 -7.1916 -0.274
H -0.8925 -6.8072 -6.2944 0.240
H -0.4571 -8.3333 -7.0858 0.492
H -1.8685 -8.2657 -5.9993 0.293
H -0.2459 -10.1622 -5.5520 0.442
H 0.4436 -9.8111 -3.9593 0.322
H 2.1578 -10.6820 -5.4565 0.436
H 2.5330 -9.0175 -4.9843 0.297
H 3.4390 -7.9177 -7.0818 0.400
H 1.8714 -7.2724 -6.5246 -0.300
H 2.0862 -7.7493 -8.2192 0.297
C -8.6508 -1.1113 -0.3402 -0.876
O -7.4047 -0.7400 -0.9022 -0.234
C -6.9818 -1.5862 -1.9627 -0.038
C -7.2891 -1.0018 -3.3229 -0.660
O -8.6809 -0.8730 -3.5572 -0.386
C -9.1816 0.4303 -3.3236 -0.678
H -9.0209 -0.2594 0.2290 0.252
H -9.3798 -1.3674 -1.1113 0.393
H -8.5301 -1.9641 0.3370 0.306
H -7.4363 -2.5772 -1.8636 0.297
H -5.8988 -1.7012 -1.8674 0.131
H -6.8925 -1.6777 -4.0865 0.348
H -6.7898 -0.0341 -3.4378 0.336
H -8.9452 1.0916 -4.1646 0.320
H -8.7783 0.8601 -2.4044 0.276
H -10.2640 0.3540 -3.2339 0.246
C 1.7573 -5.1932 -5.7477 -0.922
O 0.3585 -5.1591 -5.9599 -0.483
C -0.3945 -5.0282 -4.7634 1.116
C -0.8320 -3.6075 -4.4891 -0.555
O 0.2680 -2.7387 -4.2587 -0.357
C 0.6372 -1.9764 -5.3916 -0.746
H 2.2392 -4.9940 -6.7042 0.229
H 2.0738 -4.4383 -5.0250 0.419
H 2.0713 -6.1815 -5.3924 0.453
H 0.1741 -5.4175 -3.9126 0.329
H -1.2918 -5.6440 -4.8756 -0.873
H -1.4383 -3.6177 -3.5796 -0.007
H -1.4535 -3.2291 -5.3075 0.370
H -0.0466 -1.1306 -5.5280 0.306
H 0.6459 -2.5808 -6.3013 0.301
H 1.6398 -1.5891 -5.2150 0.256
C 1.2782 5.2650 -2.0996 -0.721
O 2.2148 6.0688 -1.4039 -0.269
C 1.7690 6.4887 -0.1227 -0.696
C 2.3277 5.6297 0.9885 -0.290
O 1.8793 4.2855 0.9061 -0.046
C 2.8063 3.4098 0.2919 -0.511
H 1.8144 4.7522 -2.8977 0.248
H 0.8191 4.5221 -1.4443 0.267
H 0.4933 5.8855 -2.5452 0.280
H 0.6751 6.4944 -0.0847 0.462
H 2.1177 7.5157 0.0230 0.309
H 1.9870 6.0332 1.9454 0.270
H 3.4224 5.6684 0.9826 0.207
H 3.5997 3.1317 0.9949 0.271
H 3.2552 3.8542 -0.5995 0.245
H 2.2674 2.5078 0.0035 0.025
C 2.5393 7.4288 6.9906 -0.648
O 3.8577 7.7629 6.5948 -0.384
C 4.3942 6.8995 5.6085 -0.630
C 4.2874 7.4787 4.2149 -0.415
O 2.9414 7.6464 3.8012 -0.146
C 2.4574 8.9689 3.9610 -0.913
H 2.1219 8.2954 7.5010 0.246
H 1.9098 7.1830 6.1328 0.239
H 2.5475 6.5811 7.6842 0.317
H 3.9011 5.9225 5.6477 0.323
H 5.4525 6.7530 5.8446 0.383
H 4.7591 6.7832 3.5135 0.358
H 4.8258 8.4299 4.1584 0.364
H 2.8176 9.6121 3.1504 0.306
H 2.7581 9.3955 4.9195 0.383
H 1.3701 8.9274 3.9170 0.249
C 7.9344 5.1376 -3.4294 -0.737
O 6.5802 5.2236 -3.8309 -0.411
C 5.6667 5.2842 -2.7472 -0.377
C 5.2204 6.6939 -2.4331 0.008
O 6.2967 7.5129 -1.9949 -0.393
C 6.8463 8.3257 -3.0140 -0.771
H 8.5485 5.3969 -4.2907 0.254
H 8.1579 5.8268 -2.6124 0.331
H 8.1809 4.1168 -3.1155 0.320
H 6.1056 4.8228 -1.8556 0.332
H 4.7875 4.6977 -3.0330 0.243
H 4.4894 6.6492 -1.6279 -0.034
H 4.7307 7.1390 -3.3052 0.288
H 6.2107 9.1997 -3.1966 0.313
H 6.9733 7.7740 -3.9479 0.336
H 7.8211 8.6698 -2.6710 0.260
C -0.6231 -0.4636 8.6067 -0.602
O 0.6091 -1.1641 8.6590 -0.371
C 1.7444 -0.3171 8.6589 -0.294
C 2.2987 -0.0930 10.0490 -0.607
O 1.3895 0.5924 10.8921 -0.375
C 0.6496 -0.2606 11.7462 -0.716
H -1.4086 -1.1588 8.8998 0.237
H -0.6316 0.3918 9.2857 0.333
H -0.8135 -0.1178 7.5863 0.120
H 1.5035 0.6430 8.1904 0.273
H 2.5130 -0.8045 8.0510 0.363
H 3.1970 0.5270 9.9691 0.372
H 2.5883 -1.0499 10.4958 0.323
H 1.2588 -0.5738 12.6015 0.318
H 0.2878 -1.1456 11.2191 0.319
H -0.2040 0.3058 12.1148 0.247
```

Its structure (SMILES) is CC[C@H](I)[C@H](COCBr)O[C@@H](I)CB(O)O.COCCOC.COCCOC.COCCOC.COCCOC.COCCOC.COCCOC.COCCOC.COCCOC. As for the calculated total energy: -170899.0181 eV. The value obtained for the HOMO-LUMO gap is 9.2 eV. For the HOMO energy, the calculation gives -8.9146 eV. The charge is 0.